Entry 1:
DFT (ωB97M-V/def2-TZVPD) results for a structure of composition C24H27Cl3N2O3SSn at a distorted geometry.

Geometry as XYZ:
```
61
Properties=species:S:1:pos:R:3:lowdin_charge:R:1
H -0.724 1.318 0.960 0.01
H -3.315 5.757 2.370 0.12
C 1.778 -1.221 -0.419 -0.24
H 6.219 -1.397 1.772 0.11
H 1.579 2.784 -3.584 0.04
H 0.020 -1.469 -3.319 0.09
C 0.757 -1.652 -2.586 -0.03
H 3.716 -3.271 -2.215 0.12
Cl -0.313 1.893 -4.749 0.56
C 1.857 -2.432 -2.869 -0.02
C -3.055 2.553 3.472 -0.07
C -3.178 4.691 2.270 0.00
H 0.921 1.268 -2.893 -0.02
C -2.543 -0.182 -4.328 -0.05
H -3.147 4.549 0.165 0.10
C -3.303 3.901 3.478 -0.03
C 0.779 -1.033 -1.334 -0.16
H -3.087 -2.148 -2.131 0.10
H 4.612 -2.983 0.222 0.14
C -3.023 4.017 1.060 -0.02
Cl -0.232 3.147 -2.068 0.49
H -2.305 2.199 0.166 0.09
C 2.888 -2.648 -1.930 0.02
C 2.907 -2.017 -0.672 -0.23
N 4.979 -0.817 0.139 -0.15
C -4.599 0.135 0.619 -0.07
C -2.834 -1.291 -0.188 -0.07
H 4.888 1.271 0.264 0.11
S -2.322 0.245 2.110 1.18
N -0.806 0.419 1.421 -0.39
H 6.843 0.049 0.901 0.13
H 1.937 -2.872 -3.855 0.13
C 0.051 -3.063 2.371 -0.42
H 0.028 -0.281 -1.123 0.08
H 3.291 0.441 0.334 0.04
H -3.672 4.358 4.438 0.14
C 0.678 2.240 -3.326 -0.97
H -5.543 -1.571 -2.156 0.13
H 5.070 -0.687 -0.908 0.20
C 4.034 -2.086 0.322 -0.03
O 1.117 -3.203 1.715 -0.04
H -5.056 0.826 1.330 0.13
C -4.869 -1.153 -1.399 -0.05
Cl 2.443 -0.034 3.274 0.17
C -5.381 -0.281 -0.473 -0.04
C -2.639 2.645 1.089 -0.09
C -2.744 1.926 2.259 -0.44
O -2.154 -1.045 -4.934 0.03
H 4.288 0.391 1.803 0.02
H 3.708 -1.911 1.335 0.09
Sn 0.936 -0.695 1.549 1.11
H -0.525 -3.954 2.698 0.17
C -3.302 -0.321 0.719 -0.39
C -3.527 -1.549 -1.363 -0.06
H -3.007 1.968 4.377 0.12
H -6.452 -0.104 -0.411 0.13
C 6.325 -0.945 0.796 0.01
O -0.420 -1.898 2.656 -0.19
H -1.804 -1.702 -0.016 0.10
H 6.923 -1.538 0.086 0.11
C 4.313 0.461 0.710 -0.02
```

Summary:
- energy relative to the best compared isomer or geometry (same formula, charge and spin) (eV) = 0.8671
- net charge = +2
- highest occupied orbital energy (eV) = -14.521
- spin multiplicity = 1
- LUMO level (eV) = -6.22

=====

Entry 2:
DFT (ωB97M-V/def2-TZVPD) results for an isolated molecule of C24H27ClN4O2 at a distorted geometry.

Geometry as XYZ:
```
58
Properties=species:S:1:pos:R:3:lowdin_charge:R:1
H -1.177 0.633 1.196 0.11
C -6.993 -1.056 -1.108 -0.07
O 5.373 -4.636 0.438 -0.09
N 2.157 -0.178 -0.285 -0.08
C 0.487 1.201 -0.684 -0.16
H -0.955 2.773 -0.677 0.10
H 3.335 3.361 -1.771 0.12
H 4.723 -0.120 0.091 0.11
H -6.939 0.030 -1.074 0.06
H -5.164 0.400 1.447 0.13
H 6.222 -2.033 0.416 0.10
C -6.452 -1.670 0.181 -0.20
H -6.417 -1.411 -1.959 0.08
C 2.966 -1.303 -0.101 -0.19
H -7.015 -1.292 1.042 0.12
C 1.390 5.497 0.771 -0.11
H -0.855 1.851 -2.189 0.13
H 3.707 5.802 -1.667 0.10
C 2.440 -2.593 -0.097 -0.01
C 1.193 4.128 0.703 -0.59
C 1.875 3.343 -0.223 -0.19
C 4.647 -3.499 0.269 -0.28
H -8.031 -1.344 -1.245 0.07
C 0.853 -0.125 -0.649 0.02
H -3.084 -0.401 2.198 0.15
C 1.666 1.896 -0.321 -0.23
H 0.267 -0.993 -0.863 0.12
C 4.331 -1.124 0.088 -0.01
N -1.910 0.860 -0.712 -0.06
H 7.126 -5.546 0.743 0.09
C 6.762 -4.526 0.633 -0.09
H -2.282 -1.471 -0.508 0.11
H -4.609 0.560 -0.232 0.12
H 1.383 -2.761 -0.226 0.10
N -5.052 -1.396 0.379 -0.07
C 2.789 3.969 -1.065 -0.02
C -2.143 0.823 0.719 -0.21
H 2.443 7.167 -0.040 0.10
H -6.546 -2.758 0.143 0.12
Cl 0.109 3.386 1.832 0.74
C -4.559 -0.071 0.665 -0.11
C 2.289 6.100 -0.091 -0.08
H -2.087 -2.258 1.068 0.13
H 2.881 -4.678 0.091 0.12
H 6.997 -3.959 1.539 0.10
C 3.274 -3.674 0.085 0.00
C -0.836 1.760 -1.097 -0.18
C -4.084 -2.329 0.240 -0.46
C -2.749 -1.642 0.464 -0.05
C 5.168 -2.208 0.272 -0.01
H -2.762 1.128 -1.195 0.11
H -2.525 1.782 1.113 0.12
H 7.253 -4.059 -0.227 0.10
H 0.848 6.079 1.499 0.10
C -3.104 -0.302 1.108 -0.26
O -4.271 -3.497 -0.021 0.06
N 2.654 1.046 -0.101 0.16
C 2.995 5.334 -1.003 -0.08
```

Summary:
- energy relative to the best compared isomer or geometry (same formula, charge and spin) (eV) = 0.2869
- SMILES = CCN1C[C@H](CNCc2cn(-c3ccc(OC)cc3)nc2-c2ccccc2Cl)CC1=O
- highest occupied orbital energy (eV) = -7.908
- spin multiplicity = 1
- LUMO level (eV) = 0.65

=====

Entry 3:
DFT (ωB97M-V/def2-TZVPD) results for a structure of composition C24H27CoN5Sb.

Geometry as XYZ:
```
58
Properties=species:S:1:pos:R:3:mulliken_spin:R:1
N -2.063 -0.710 -2.146 0.01
H -3.571 3.096 -5.358 0.00
N 0.552 2.950 -0.709 0.01
H -3.183 -1.727 4.077 0.00
C -2.081 -4.113 -0.875 0.00
H -5.269 1.022 1.718 0.00
C -2.768 1.712 -3.929 0.00
H 3.786 3.727 2.319 0.00
H -3.359 0.865 -4.250 0.00
C -2.474 -1.145 4.670 0.00
Sb -1.948 0.502 2.158 0.02
H -4.298 2.887 2.464 0.00
H -3.504 -1.487 1.416 0.00
C -2.877 2.960 -4.540 0.00
C -5.036 -0.027 1.894 0.00
C -1.197 3.910 -3.066 0.00
C -2.334 -3.004 -1.640 0.00
H -2.547 -5.060 -1.113 0.00
H -2.995 -3.028 -2.494 0.00
C -0.663 -2.782 0.474 0.00
C -1.101 2.670 -2.473 -0.01
C 2.935 1.750 2.461 -0.01
C -1.217 -4.005 0.218 -0.01
H -5.835 -0.615 1.438 0.00
H 1.846 -0.082 2.315 0.00
N -0.902 -1.683 -0.278 -0.01
C -2.217 2.606 1.861 0.00
H -3.648 -0.205 0.230 0.00
C -1.731 -1.775 -1.331 -0.01
C 1.321 2.492 0.345 -0.01
N -0.553 0.860 -1.134 0.02
H -2.782 -1.225 5.713 0.00
H 2.311 4.371 0.410 0.00
H -3.137 3.151 3.761 0.00
Co 0.013 -0.123 0.334 0.98
H -0.591 4.739 -2.729 0.00
C 2.257 3.395 0.869 0.00
H -1.242 3.044 2.087 0.00
H -1.696 0.889 4.787 0.00
N 1.204 1.265 0.878 -0.01
H -5.080 -0.206 2.969 0.00
H -3.326 4.349 2.493 0.00
H -3.398 0.801 4.353 0.00
C 1.998 0.916 1.916 0.00
C 3.063 3.030 1.917 0.00
C -0.266 2.192 -1.342 0.00
H -0.987 -4.850 0.851 0.00
C -3.685 -0.414 1.302 0.00
C -2.431 0.314 4.224 0.02
H 0.004 -2.642 1.319 0.00
C -1.866 1.599 -2.894 -0.01
C -3.307 3.277 2.692 0.00
C -1.514 0.445 -2.028 0.01
H -1.496 -1.622 4.579 0.00
H 3.546 1.416 3.287 0.00
H -2.379 2.750 0.790 0.00
H -2.214 4.995 -4.612 0.00
C -2.105 4.040 -4.115 0.00
```

Summary:
- energy relative to the best compared isomer or geometry (same formula, charge and spin) (eV) = 0.0000
- net charge = +1
- highest occupied orbital energy (alpha / beta) (eV) = -11.038 / -11.243
- spin multiplicity = 2
- LUMO level (alpha / beta) (eV) = -3.53 / -3.51
- ⟨S²⟩ = 0.76